Record 1
{"formula": "C5H7NO", "method": "ωB97M-V/def2-TZVPD", "e_tot_ev": -8831.52112, "homo_lumo_gap_ev": 8.3, "e_above_lowest_kj_mol": 451.7, "multiplicity": 1, "homo_energy_ev": -7.62, "symbols": ["O", "C", "C", "N", "C", "C", "C", "H", "H", "H", "H", "H", "H", "H"], "xyz": [[-0.22568, 0.65596, 2.51011], [-0.10844, 0.37770, 1.34613], [0.78657, 1.10760, 0.31922], [0.37225, 0.32974, -0.83668], [0.35091, -1.09245, -0.45690], [-0.78096, -0.68384, 0.49324], [-1.35932, 0.31163, -0.58653], [1.85474, 0.97105, 0.52197], [0.53505, 2.16161, 0.21121], [1.32477, -1.43029, -0.07037], [0.01415, -1.71058, -1.28751], [-1.39992, -1.40930, 1.00794], [-1.71282, -0.34614, -1.41942], [0.34870, 0.75732, -1.75240]]}

---

Record 2
{"formula": "C5H7NO", "method": "ωB97M-V/def2-TZVPD", "e_tot_ev": -8835.38695, "homo_lumo_gap_ev": 8.9, "e_above_lowest_kj_mol": 78.7, "multiplicity": 1, "smiles": "Cc1cc(N)co1", "homo_energy_ev": -7.82, "symbols": ["C", "C", "C", "C", "N", "C", "O", "H", "H", "H", "H", "H", "H", "H"], "xyz": [[2.41323, -0.00866, 0.08896], [0.93656, 0.10987, 0.11847], [-0.04394, -0.79254, -0.09301], [-1.26959, -0.04703, -0.11076], [-2.53769, -0.60606, -0.30944], [-0.92046, 1.25531, 0.04438], [0.44396, 1.36575, 0.15493], [2.61926, 0.41220, -0.88322], [2.74131, -1.05571, 0.12119], [2.92321, 0.54424, 0.89221], [0.09197, -1.85586, -0.23435], [-2.63379, -1.50524, 0.14439], [-3.28328, 0.00666, -0.00887], [-1.48073, 2.17708, 0.07512]]}

---

Record 3
{"formula": "C5H7NO", "method": "ωB97M-V/def2-TZVPD", "e_tot_ev": -8834.27205, "homo_lumo_gap_ev": 10.0, "e_above_lowest_kj_mol": 186.3, "multiplicity": 1, "smiles": "CC=C=NC(C)=O", "homo_energy_ev": -9.10, "symbols": ["C", "C", "C", "N", "C", "C", "O", "H", "H", "H", "H", "H", "H", "H"], "xyz": [[-2.09497, -0.77204, 0.25026], [-1.27570, 0.02735, -0.73408], [-0.56676, 1.03602, -0.29468], [0.28888, 1.70052, 0.30048], [1.17002, 0.61670, 0.74756], [2.18646, 0.18742, -0.27746], [1.01524, 0.13163, 1.83459], [-1.70426, -0.63785, 1.26589], [-3.14936, -0.48403, 0.23870], [-2.02065, -1.83601, 0.00560], [-1.18395, -0.26157, -1.77561], [2.46519, -0.85486, -0.11146], [3.06568, 0.82518, -0.15619], [1.80418, 0.32154, -1.29359]]}

---

Record 4
{"formula": "C5H7NO", "method": "ωB97M-V/def2-TZVPD", "e_tot_ev": -8835.68566, "homo_lumo_gap_ev": 10.9, "e_above_lowest_kj_mol": 49.9, "multiplicity": 1, "smiles": "CC(=O)[C@@H](C)C#N", "homo_energy_ev": -10.29, "symbols": ["C", "C", "O", "C", "C", "C", "N", "H", "H", "H", "H", "H", "H", "H"], "xyz": [[-0.04771, -1.95327, -0.53266], [-0.41977, -0.49472, -0.67615], [-1.31224, -0.13444, -1.40643], [0.40799, 0.57501, 0.07581], [-0.34715, 1.90296, 0.17935], [0.85889, 0.10216, 1.39101], [1.21126, -0.27493, 2.42662], [0.44399, -2.27747, -1.45592], [-0.96725, -2.53407, -0.43173], [0.61233, -2.15417, 0.31318], [1.31478, 0.71722, -0.53187], [-1.24357, 1.78526, 0.79428], [0.28708, 2.67354, 0.62464], [-0.65858, 2.21635, -0.81826]]}

---

Record 5
{"formula": "C5H7NO", "method": "ωB97M-V/def2-TZVPD", "e_tot_ev": -8830.23814, "homo_lumo_gap_ev": 9.0, "e_above_lowest_kj_mol": 575.5, "multiplicity": 1, "homo_energy_ev": -8.32, "symbols": ["C", "C", "C", "C", "N", "C", "O", "H", "H", "H", "H", "H", "H", "H"], "xyz": [[-1.97235, 0.30029, -0.17189], [-0.52335, 0.20046, -0.58364], [0.54574, 0.93141, 0.34536], [1.81015, 0.47936, 0.06521], [1.69273, -0.73019, -0.63584], [0.33021, -0.81421, -0.03440], [0.11364, -1.17640, 1.21296], [-2.30877, 1.34141, -0.19538], [-2.11997, -0.09863, 0.83474], [-2.58927, -0.27956, -0.86713], [-0.31555, 0.44827, -1.62351], [0.25220, 0.04275, 1.49998], [2.73641, 0.81557, 0.53447], [2.34816, -1.46055, -0.38093]]}

---

Record 6
{"formula": "C5H7NO", "method": "ωB97M-V/def2-TZVPD", "e_tot_ev": -8834.61007, "homo_lumo_gap_ev": 10.2, "e_above_lowest_kj_mol": 153.7, "multiplicity": 1, "smiles": "C1=N[C@H]2C[C@H]2CO1", "homo_energy_ev": -9.24, "symbols": ["C", "N", "C", "C", "C", "C", "O", "H", "H", "H", "H", "H", "H", "H"], "xyz": [[1.64776, -0.70768, 0.52438], [0.79962, -1.53928, 0.09434], [-0.39631, -1.02933, -0.50712], [-1.46534, -0.37935, 0.32604], [-0.61564, 0.45516, -0.59360], [0.47247, 1.32970, -0.00246], [1.59384, 0.63640, 0.56785], [2.60192, -1.04151, 0.93304], [-0.73188, -1.65121, -1.33149], [-1.29084, -0.29286, 1.39661], [-2.50065, -0.56201, 0.04817], [-1.09273, 0.86495, -1.48272], [0.07617, 1.94727, 0.80553], [0.90162, 1.96974, -0.77857]]}

---

Record 7
{"formula": "C5H7NO", "method": "ωB97M-V/def2-TZVPD", "e_tot_ev": -8831.93745, "homo_lumo_gap_ev": 8.9, "e_above_lowest_kj_mol": 411.5, "multiplicity": 1, "homo_energy_ev": -8.39, "symbols": ["C", "C", "N", "C", "C", "C", "O", "H", "H", "H", "H", "H", "H", "H"], "xyz": [[0.49784, -1.65211, 0.89155], [0.00972, -0.44723, 0.15831], [1.33513, 0.34201, -0.65127], [0.43034, 0.99136, 0.22179], [-0.64000, 1.68452, -0.51757], [-1.22755, -0.32878, -0.62081], [-2.26241, -0.83395, -0.91566], [-0.24704, -2.08056, 1.56935], [1.37326, -1.35925, 1.46728], [0.79459, -2.42029, 0.17314], [1.02679, 0.45048, -1.62853], [0.87595, 1.31752, 1.14777], [-0.30473, 2.50294, -1.17702], [-1.63457, 1.82493, -0.13534]]}

---

Record 8
{"formula": "C5H7NO", "method": "ωB97M-V/def2-TZVPD", "e_tot_ev": -8835.39448, "homo_lumo_gap_ev": 8.8, "e_above_lowest_kj_mol": 78.0, "multiplicity": 1, "smiles": "Cc1occc1N", "homo_energy_ev": -7.78, "symbols": ["C", "C", "O", "C", "C", "C", "N", "H", "H", "H", "H", "H", "H", "H"], "xyz": [[1.70090, 0.91444, -0.53929], [0.29777, 0.44584, -0.37604], [-0.63961, 0.84097, -1.29388], [-1.76994, 0.14387, -1.03869], [-1.59070, -0.70579, 0.01127], [-0.26520, -0.44069, 0.48698], [0.36758, -1.07907, 1.57143], [2.35800, 0.28550, 0.07708], [2.00633, 0.80826, -1.58930], [1.81956, 1.96110, -0.23647], [-2.58274, 0.34701, -1.72512], [-2.24722, -1.49452, 0.36389], [-0.28413, -1.62442, 2.12480], [0.82939, -0.40252, 2.16335]]}

---

Record 9
{"formula": "C5H7NO", "method": "ωB97M-V/def2-TZVPD", "e_tot_ev": -8835.39359, "homo_lumo_gap_ev": 11.1, "e_above_lowest_kj_mol": 78.1, "multiplicity": 1, "smiles": "C[C@H](C#N)CC=O", "homo_energy_ev": -10.41, "symbols": ["C", "C", "C", "N", "C", "C", "O", "H", "H", "H", "H", "H", "H", "H"], "xyz": [[1.27673, 1.28708, 0.00669], [0.39279, 0.07695, 0.34724], [1.16173, -1.17150, 0.47481], [1.74642, -2.15882, 0.62514], [-0.77694, -0.10710, -0.62851], [-1.91094, -0.87451, 0.01675], [-1.86350, -1.30165, 1.14479], [2.24507, 1.23375, 0.51220], [0.77529, 2.20394, 0.33419], [1.45982, 1.36894, -1.07016], [-0.05533, 0.20935, 1.33879], [-1.15912, 0.87215, -0.95085], [-0.47255, -0.62619, -1.54770], [-2.81947, -1.01239, -0.60337]]}

---

Record 10
{"formula": "C5H7NO", "method": "ωB97M-V/def2-TZVPD", "e_tot_ev": -8830.84218, "homo_lumo_gap_ev": 10.4, "e_above_lowest_kj_mol": 517.2, "multiplicity": 1, "homo_energy_ev": -10.16, "symbols": ["O", "C", "C", "C", "C", "C", "N", "H", "H", "H", "H", "H", "H", "H"], "xyz": [[-2.10726, -0.01867, -0.53853], [-1.19207, -0.97973, -1.02615], [0.24537, -0.54418, -0.86210], [1.36455, -0.33929, -1.48068], [0.73251, -0.18162, 0.53807], [1.46503, 1.07104, 0.89395], [0.04363, 0.95519, 1.15273], [-2.10527, -0.06502, 0.42692], [-1.32760, -1.94444, -0.51609], [-1.43038, -1.12408, -2.08159], [0.89599, -1.04300, 1.18378], [1.80495, 1.73963, 0.10847], [2.08665, 1.04349, 1.78580], [-0.47611, 1.43068, 0.41544]]}

---

Record 11
{"formula": "C5H7NO", "method": "ωB97M-V/def2-TZVPD", "e_tot_ev": -8832.09496, "homo_lumo_gap_ev": 8.9, "e_above_lowest_kj_mol": 396.3, "multiplicity": 1, "smiles": "O=C1CN2CC[C@@H]12", "homo_energy_ev": -8.38, "symbols": ["O", "C", "C", "N", "C", "C", "C", "H", "H", "H", "H", "H", "H", "H"], "xyz": [[-0.52319, 2.38287, -1.06695], [-0.04157, 1.42458, -0.56553], [0.19709, 1.13316, 1.21410], [0.75071, -0.13069, 0.82047], [-0.27293, -1.12664, 0.56199], [-0.20441, -1.10020, -0.93072], [0.57464, 0.15348, -0.97118], [0.91428, 1.76913, 1.74872], [-0.74477, 1.18936, 1.76068], [-1.23332, -0.81643, 0.94713], [-0.03151, -2.08941, 0.97121], [-1.15061, -1.12103, -1.42475], [0.42438, -1.87807, -1.33083], [1.34121, 0.20989, -1.73434]]}

---

Record 12
{"formula": "C5H7NO", "method": "ωB97M-V/def2-TZVPD", "e_tot_ev": -8832.60307, "homo_lumo_gap_ev": 10.2, "e_above_lowest_kj_mol": 347.3, "multiplicity": 1, "smiles": "OCC#C[C@H]1CN1", "homo_energy_ev": -9.35, "symbols": ["O", "C", "C", "C", "C", "C", "N", "H", "H", "H", "H", "H", "H", "H"], "xyz": [[-3.11372, 1.01134, -1.22523], [-2.03782, 0.10865, -1.34657], [-0.92307, 0.35937, -0.42547], [-0.01578, 0.35484, 0.37132], [1.03207, -0.09058, 1.26673], [2.12384, -0.80946, 0.55680], [2.40483, 0.40401, 1.30484], [-3.23319, 1.18028, -0.28264], [-2.35914, -0.92955, -1.16179], [-1.69733, 0.15151, -2.38568], [0.67806, -0.45515, 2.22779], [2.07784, -0.73105, -0.52815], [2.50822, -1.74726, 0.94266], [2.55520, 1.19305, 0.68539]]}

---

Record 13
{"formula": "C5H7NO", "method": "ωB97M-V/def2-TZVPD", "e_tot_ev": -8834.34039, "homo_lumo_gap_ev": 11.0, "e_above_lowest_kj_mol": 179.7, "multiplicity": 1, "homo_energy_ev": -9.97, "symbols": ["N", "C", "O", "C", "C", "C", "C", "H", "H", "H", "H", "H", "H", "H"], "xyz": [[2.75538, 0.22937, 0.08272], [1.54223, -0.05493, -0.06662], [0.91603, -1.28835, -0.11306], [-0.25112, -0.69454, -0.75063], [-1.42697, -0.47070, 0.19428], [-0.76012, 0.84332, 0.67901], [0.31176, 0.71432, -0.44702], [3.31220, -0.61958, 0.19232], [-0.39351, -1.11809, -1.74526], [-1.62995, -1.25676, 0.92486], [-2.33726, -0.27160, -0.38137], [-0.35365, 0.81868, 1.69307], [-1.39158, 1.72921, 0.58066], [0.42421, 1.52928, -1.15986]]}

---

Record 14
{"formula": "C5H7NO", "method": "ωB97M-V/def2-TZVPD", "e_tot_ev": -8830.39397, "homo_lumo_gap_ev": 7.9, "e_above_lowest_kj_mol": 560.5, "multiplicity": 1, "homo_energy_ev": -7.63, "symbols": ["C", "C", "C", "O", "C", "N", "C", "H", "H", "H", "H", "H", "H", "H"], "xyz": [[-2.15612, 0.08571, 0.15959], [-0.75649, -0.35251, 0.09902], [-0.07950, -1.36539, -0.45871], [1.10035, -1.51910, -0.84333], [1.40036, 0.71512, 0.03375], [2.66446, 0.38248, 0.00767], [0.35185, 1.34714, 0.05753], [-2.31334, 0.65986, 1.07328], [-2.83912, -0.77289, 0.18745], [-2.43060, 0.70342, -0.70467], [-0.77317, -2.22380, -0.27715], [2.86391, -0.58037, -0.22195], [3.00564, 0.58510, 0.92778], [-0.03822, 2.33524, -0.04025]]}

---

Record 15
{"formula": "C5H7NO", "method": "ωB97M-V/def2-TZVPD", "e_tot_ev": -8835.38532, "homo_lumo_gap_ev": 9.4, "e_above_lowest_kj_mol": 78.9, "multiplicity": 1, "smiles": "Cc1cc(N)co1", "homo_energy_ev": -8.40, "symbols": ["C", "C", "C", "C", "N", "C", "O", "H", "H", "H", "H", "H", "H", "H"], "xyz": [[2.43478, 0.00182, -0.01875], [0.95157, 0.19664, -0.02234], [-0.06124, -0.70196, -0.10929], [-1.28646, 0.04330, 0.00852], [-2.64632, -0.36486, 0.00950], [-0.91864, 1.33635, 0.14074], [0.44150, 1.45181, 0.12665], [2.97144, 0.82844, -0.49478], [2.68116, -0.91604, -0.56266], [2.82062, -0.11564, 0.99999], [0.06236, -1.76855, -0.22009], [-2.85175, -0.97671, 0.79037], [-2.89497, -0.83739, -0.84921], [-1.51891, 2.23664, 0.13685]]}

---

Record 16
{"formula": "C5H7NO", "method": "ωB97M-V/def2-TZVPD", "e_tot_ev": -8833.74258, "homo_lumo_gap_ev": 9.4, "e_above_lowest_kj_mol": 237.4, "multiplicity": 1, "smiles": "CC(=O)[C@@H]1C=C1N", "homo_energy_ev": -8.53, "symbols": ["C", "C", "O", "C", "C", "C", "N", "H", "H", "H", "H", "H", "H", "H"], "xyz": [[-2.00462, 1.07478, 0.44222], [-0.63921, 0.51364, 0.78819], [-0.00365, 0.95681, 1.72269], [-0.11878, -0.63126, -0.04471], [1.00676, -1.46577, 0.52469], [1.32268, -0.65426, -0.42891], [2.20160, -0.02040, -1.25856], [-2.73409, 0.68809, 1.16373], [-2.34012, 0.80124, -0.56271], [-1.97500, 2.16259, 0.54502], [-0.86085, -1.07151, -0.72454], [1.24648, -2.13429, 1.33203], [1.80671, 0.27097, -2.14325], [3.09210, -0.49063, -1.35591]]}

---

Record 17
{"formula": "C5H7NO", "method": "ωB97M-V/def2-TZVPD", "e_tot_ev": -8834.00080, "homo_lumo_gap_ev": 9.9, "e_above_lowest_kj_mol": 212.5, "multiplicity": 1, "smiles": "[H]/N=C/[C@@]1(C)CC1=O", "homo_energy_ev": -9.13, "symbols": ["H", "N", "C", "C", "C", "C", "C", "O", "H", "H", "H", "H", "H", "H"], "xyz": [[2.69888, 1.46525, -0.53008], [2.05381, 0.67665, -0.56424], [0.92788, 0.99452, -0.06947], [-0.16465, -0.00602, 0.09023], [-1.58374, 0.52303, 0.12754], [0.10346, -1.39943, -0.55151], [0.29239, -1.19368, 0.88019], [0.64536, -1.60436, 1.94657], [0.69476, 1.99184, 0.33077], [-1.89467, 0.83871, -0.87552], [-1.66899, 1.38568, 0.79760], [-2.29099, -0.23678, 0.47436], [-0.78447, -1.95308, -0.85296], [0.97097, -1.48232, -1.20347]]}

---

Record 18
{"formula": "C5H7NO", "method": "ωB97M-V/def2-TZVPD", "e_tot_ev": -8834.50373, "homo_lumo_gap_ev": 9.2, "e_above_lowest_kj_mol": 163.9, "multiplicity": 1, "smiles": "Cc1coc(C)n1", "homo_energy_ev": -8.18, "symbols": ["C", "C", "C", "O", "C", "C", "N", "H", "H", "H", "H", "H", "H", "H"], "xyz": [[0.34130, 2.04181, 1.17076], [-0.17818, 0.87618, 0.42191], [-1.31817, 0.14419, 0.64902], [-1.34680, -0.99470, 0.00449], [0.09114, -0.78793, -0.85298], [0.52337, -2.05408, -1.43918], [0.61875, 0.32218, -0.64789], [0.32326, 1.91308, 2.25895], [1.36583, 2.36323, 0.97285], [-0.24284, 2.94725, 0.99722], [-2.16171, 0.48062, 1.24122], [1.11839, -2.59517, -0.68129], [1.14039, -1.92653, -2.35701], [-0.27474, -2.73012, -1.73807]]}

---

Record 19
{"formula": "C5H7NO", "method": "ωB97M-V/def2-TZVPD", "e_tot_ev": -8835.14452, "homo_lumo_gap_ev": 8.8, "e_above_lowest_kj_mol": 102.1, "multiplicity": 1, "smiles": "Cc1occc1N", "homo_energy_ev": -7.77, "symbols": ["C", "C", "O", "C", "C", "C", "N", "H", "H", "H", "H", "H", "H", "H"], "xyz": [[-1.58713, -1.12082, 0.10342], [-0.32363, -0.42018, 0.34852], [0.65918, -1.30414, 0.67885], [1.83214, -0.76487, 0.32322], [1.65165, 0.48813, -0.17781], [0.22897, 0.73895, -0.12196], [-0.44415, 1.89395, -0.59189], [-2.37487, -0.38359, 0.01480], [-1.51848, -1.69489, -0.84017], [-1.74940, -1.84016, 0.91007], [2.64282, -1.46240, 0.43267], [2.40908, 1.15217, -0.56334], [0.01488, 2.75885, -0.32599], [-1.39625, 1.92817, -0.24934]]}

---

Record 20
{"formula": "C5H7NO", "method": "ωB97M-V/def2-TZVPD", "e_tot_ev": -8833.05782, "homo_lumo_gap_ev": 9.7, "e_above_lowest_kj_mol": 303.4, "multiplicity": 1, "homo_energy_ev": -8.92, "symbols": ["O", "C", "C", "C", "C", "N", "C", "H", "H", "H", "H", "H", "H", "H"], "xyz": [[-0.22537, 1.92757, 2.19733], [-0.17189, 1.29275, 0.99900], [0.74389, 0.36564, 0.68151], [0.38201, -0.77897, -0.22760], [0.37308, -0.74224, -1.78197], [-1.08811, -0.43815, -1.74595], [-1.09119, -0.67072, -0.48993], [0.08731, 1.27849, 2.84009], [-0.96341, 1.61478, 0.32643], [1.61988, 0.28059, 1.31838], [0.77800, -1.70370, 0.21270], [1.01595, -0.05204, -2.32717], [0.47284, -1.74181, -2.20927], [-1.93297, -0.63221, 0.20644]]}